DFT (the ωB97M-V functional and the def2-TZVPD basis) results for a molecular structure, C27H26GdN11O7 in a non-equilibrium geometry.

ORCA input file:
```
! wB97M-V def2-TZVPD RIJCOSX def2/J DEFGRID3
* xyz 0 8
H 1.63 -2.72 1.59
H -4.59 6.13 -2.31
H 2.09 -3.26 -2.99
N 0.74 -1.11 2.48
N -1.27 1.76 -0.51
C 6.51 1.50 1.70
C 6.27 -0.82 2.32
H -3.14 0.83 -0.89
C -5.08 3.74 -1.04
H 0.54 4.64 1.80
C 0.83 -1.88 -1.99
C 1.35 -0.60 -2.64
H -4.26 3.77 -0.32
C 0.22 -2.73 4.65
H 4.38 -1.72 1.81
N -0.60 1.35 4.71
C -1.60 -2.20 0.73
C 4.46 0.34 1.24
O 2.55 -0.75 0.32
H 7.11 2.40 1.65
C -3.89 5.34 -2.59
O 2.00 -0.69 -3.67
Gd 0.47 0.22 0.23
C -0.17 0.85 3.57
H -5.58 2.78 -0.95
C 5.22 1.50 1.20
H 8.04 0.34 2.66
N -0.12 -1.67 -1.08
N -1.35 3.23 5.78
C -0.61 -2.67 -0.35
H -3.01 5.42 -1.93
H -3.24 3.03 -3.91
H -1.44 4.23 5.84
O -2.26 -3.04 1.31
H -5.41 3.95 -3.15
N 0.53 3.64 1.64
O 1.02 0.48 -1.99
H -1.56 2.65 6.56
C -0.15 -1.40 4.67
C 0.79 -4.19 -1.50
O -1.58 -0.93 0.90
C 0.05 2.87 2.62
O 2.43 1.44 0.66
C 0.13 -0.62 3.56
C -0.19 -3.97 -0.53
C 7.03 0.34 2.27
N -1.43 3.31 -2.02
C -0.78 2.69 4.69
H 1.10 3.26 0.90
C 3.07 0.35 0.70
H 0.00 -3.37 5.50
H 1.90 -5.49 -2.34
C -2.42 1.60 -1.10
C 1.12 -2.38 2.48
H 1.19 -4.27 3.49
H 6.67 -1.72 2.76
N -2.55 2.55 -2.03
H -3.55 5.53 -3.61
O 1.22 -5.46 -1.66
C 4.98 -0.82 1.79
C 0.88 -3.23 3.54
N 0.10 1.54 2.46
H -5.79 4.52 -0.76
C 1.32 -3.13 -2.25
H -0.64 -0.95 5.52
H 4.79 2.40 0.77
H -4.24 1.91 -2.98
C -4.56 3.98 -2.46
C -3.67 2.84 -2.93
N -0.43 3.50 3.70
H -0.60 -4.77 0.07
N -0.67 2.83 -1.11
*
```

## Properties
**Gap between HOMO and LUMO (spin up / spin down)**: 0.3256 / 0.2265 Ha
**Expectation value of S²**: 16.011
**LUMO level (spin up / spin down)**: -0.088 / -2.779 eV
**HOMO level (spin up / spin down)**: -8.9480 / -8.9422 eV

***

DFT (the ωB97M-V functional and the def2-TZVPD basis) results for a molecular structure, C27H26N2O3PS4SiTb in a non-equilibrium geometry.

ORCA input file:
```
! wB97M-V def2-TZVPD RIJCOSX def2/J DEFGRID3
* xyz 0 7
H 13.92 8.51 18.03
C 13.87 5.84 12.14
C 13.33 14.18 8.12
P 12.95 12.67 10.37
H 11.49 7.15 16.49
H 17.06 12.86 13.01
C 16.50 14.85 12.44
C 10.68 14.11 7.40
C 13.69 7.08 14.25
C 12.43 13.58 8.93
C 13.11 6.78 11.49
C 11.09 13.49 8.59
C 14.34 6.12 13.45
H 7.93 11.94 7.07
Si 13.85 6.85 16.17
H 13.89 9.24 16.36
C 16.35 13.48 12.51
N 12.68 7.90 12.19
H 13.89 15.72 10.57
O 9.64 9.64 10.85
H 14.90 4.59 16.28
S 11.46 12.68 11.77
C 7.58 10.52 10.09
S 13.45 10.82 9.70
H 11.22 15.19 5.63
H 9.24 10.46 8.62
C 6.23 10.88 10.37
C 12.91 14.85 6.99
C 8.37 9.75 11.03
C 12.91 8.05 13.54
H 14.23 4.91 11.66
S 11.93 9.29 14.29
C 11.60 14.72 6.56
C 15.57 15.59 11.74
H 12.82 6.75 10.44
H 11.74 5.44 16.51
O 5.97 7.90 10.44
H 14.41 14.20 8.40
C 15.23 12.87 11.93
H 17.31 15.30 13.00
O 5.57 10.36 11.44
H 10.39 13.01 9.27
H 12.14 6.31 17.95
C 5.53 11.63 9.40
H 15.16 5.56 13.96
C 12.17 6.40 16.85
H 4.46 11.86 9.50
C 6.23 12.12 8.35
H 15.53 16.66 11.72
H 16.15 5.95 16.09
C 14.34 8.45 17.03
Tb 11.59 9.89 11.56
H 15.07 11.77 11.99
C 8.22 10.83 8.88
C 15.23 5.59 16.50
C 14.49 14.99 11.07
S 6.26 8.56 11.69
C 7.54 11.66 8.06
H 15.39 8.64 17.01
H 13.66 15.37 6.41
H 15.44 5.63 17.59
H 5.91 12.83 7.63
H 9.58 14.07 7.13
N 7.75 9.10 12.02
C 14.30 13.58 11.21
*
```

## Properties
**Gap between HOMO and LUMO (spin up / spin down)**: 0.2924 / 0.2962 Ha
**Expectation value of S²**: 12.688
**LUMO level (spin up / spin down)**: -0.327 / -0.243 eV
**HOMO level (spin up / spin down)**: -8.2846 / -8.3033 eV

***

DFT (the ωB97M-V functional and the def2-TZVPD basis) results for a molecular structure, C27H26N2O3PS4TeW.

ORCA input file:
```
! wB97M-V def2-TZVPD RIJCOSX def2/J DEFGRID3
* xyz 1 1
W 0.36 -0.01 0.12
C -0.45 1.73 2.74
S -1.34 1.08 1.38
P -0.95 -1.51 -1.48
C 0.17 2.86 5.03
C -3.68 -4.57 -1.13
C -3.37 0.28 -4.26
C 1.45 -4.43 -3.03
S 1.81 1.22 1.39
H 0.06 -1.03 -4.20
Te 0.11 -1.78 2.31
H -3.01 -1.72 -3.59
C 0.09 -2.48 -2.61
H 2.45 -4.49 -4.93
H -5.02 -2.35 1.06
C -2.32 -2.59 -0.98
C 1.80 -3.93 -4.28
O 1.87 -1.67 -0.08
C -3.03 1.62 -4.11
N -0.44 1.43 -1.44
H -0.77 2.24 -0.93
C 2.49 0.54 -2.56
H 1.84 -5.39 -2.71
C -2.08 2.00 -3.18
S -1.30 2.36 4.12
S 1.67 2.48 4.15
C -1.46 1.03 -2.40
C 0.45 -1.98 -3.86
C 0.90 1.77 2.76
C -3.21 -2.06 -0.05
H -3.87 -5.55 -1.55
H 4.50 -1.63 -1.30
H -5.43 -4.61 0.12
H -2.57 -1.98 2.43
H -1.98 -0.79 3.63
H -1.81 -2.54 3.95
H 3.57 -0.68 -3.95
H -3.03 -1.07 0.36
C 0.61 -3.71 -2.20
C -1.82 -1.77 3.18
C 2.45 -1.10 -1.06
H -4.12 -0.01 -4.98
O 0.13 3.38 6.10
C 3.67 -0.36 -2.92
C 3.61 -1.52 -1.91
C -2.57 -3.84 -1.53
C -0.04 -3.76 1.55
H 1.56 -2.30 -5.66
H -1.81 3.05 -3.06
C -1.78 -0.30 -2.55
C -4.33 -2.78 0.34
C 1.30 -2.70 -4.69
H -0.93 -3.85 0.93
H 4.59 0.23 -2.84
C -4.56 -4.04 -0.19
H 0.86 -3.94 0.97
H 3.39 -2.48 -2.38
O 2.08 1.51 -3.15
H 0.39 1.73 -1.97
C -2.75 -0.68 -3.48
N 1.90 0.04 -1.42
H -0.09 -4.44 2.40
H -1.91 -4.26 -2.28
H 0.35 -4.11 -1.23
H -3.52 2.38 -4.71
*
```

## Properties
**Gap between HOMO and LUMO (spin up / spin down)**: 0.2378 / 0.2379 Ha
**LUMO level (spin up / spin down)**: -3.983 / -3.982 eV
**HOMO level (spin up / spin down)**: -10.4540 / -10.4550 eV

***

DFT (the ωB97M-V functional and the def2-TZVPD basis) results for a molecular structure, C27H26N5O2S2Y in a non-equilibrium geometry.

ORCA input file:
```
! wB97M-V def2-TZVPD RIJCOSX def2/J DEFGRID3
* xyz 2 1
H -3.69 -0.58 3.97
C -1.38 1.43 2.97
H -0.45 3.28 3.14
H -3.88 -0.43 2.18
C 0.09 -2.77 -0.84
C -0.51 -4.02 -0.76
H -3.84 5.06 -1.27
H -1.55 3.60 -4.65
H -4.08 2.02 4.39
S 3.04 -1.20 2.22
C 1.27 -3.14 1.19
C 5.16 -1.27 -1.98
N 1.09 1.46 -1.47
Y 1.46 -0.07 0.30
H 1.94 -5.47 4.29
C 5.01 -0.58 -3.17
H -0.93 2.16 0.07
C -0.25 -1.91 -2.02
N -1.35 2.79 2.96
C 1.73 -4.87 3.43
C -0.20 -4.91 0.25
H 5.55 -0.92 -4.05
C -1.05 2.43 -0.98
H 2.32 2.48 -2.88
C -0.05 2.12 -1.88
H 0.63 -1.31 -2.29
H -0.68 -5.88 0.30
O -4.30 4.97 -2.14
H -3.02 4.09 2.49
H 3.90 0.97 -4.18
H -2.33 -1.04 2.82
C 0.67 -4.44 1.27
H -2.68 3.92 4.24
C -0.29 2.50 -3.27
H -4.39 2.25 2.64
H 3.16 -3.36 4.05
H 0.41 -6.25 2.43
C -1.42 3.21 -3.64
H -2.99 3.27 -0.58
H -1.11 -1.27 -1.84
H 4.48 -1.47 0.02
C 3.25 0.64 -2.16
C -2.66 3.38 3.27
C 2.21 1.59 -2.20
C 4.37 -0.99 -0.92
S 0.05 0.52 2.60
C 0.94 -5.29 2.40
C -3.57 4.33 -3.10
C 2.20 -2.74 2.21
H 5.96 -2.01 -1.85
H 0.50 2.31 -3.99
C -2.39 3.58 -2.69
C 4.08 0.41 -3.25
C -3.57 2.14 3.39
C -2.19 3.14 -1.36
N -2.66 1.00 3.17
C -3.16 -0.36 3.04
N 1.00 -2.31 0.10
O -3.92 4.39 -4.27
N 3.32 -0.12 -1.03
H -1.23 -4.32 -1.52
C 2.42 -3.63 3.31
H -0.43 -2.54 -2.87
*
```

## Properties
**Gap between HOMO and LUMO**: 0.1809 Ha
**LUMO level**: -7.640 eV
**HOMO level**: -12.5619 eV

***

Quick rundown of energy relative to the best compared isomer or geometry (same formula, charge and spin), same order as above: 5.3; 0.0; 0.0; 13.9 kcal per mole